1.
Molecular formula: C4H10S2
Method: DFT, ωB97M-V with the def2-TZVPD basis set

Values from the calculation:
- Energy relative to the best compared isomer or geometry (same formula, charge and spin): 112.4 kcal/mol
- E_LUMO: -3.65 eV
- HOMO-LUMO gap: 4.6823 eV

ORCA input file:
```
! wB97M-V def2-TZVPD RIJCOSX def2/J DEFGRID3
* xyz 0 1
C 0.696 -1.410 0.800
C 2.144 -0.880 0.615
C -0.154 -1.362 -0.542
S 0.330 -0.392 -1.932
S -1.418 1.104 1.348
C -0.743 1.900 -0.113
H 0.261 -0.726 1.515
H 0.727 -2.451 1.125
H 2.850 -1.674 0.286
H 2.588 -0.566 1.544
H 2.096 0.002 -0.028
H -1.128 -0.922 -0.173
H -0.340 -2.404 -0.873
H -0.772 2.975 0.194
H -1.495 1.890 -0.920
H 0.273 1.664 -0.443
*
```

natural (NBO) atomic charge list, values in e, 4 entries: number 1, C, carries -0.42; number 2, C, carries -0.62; number 3, C, carries -0.63; number 4, S, carries 0.11

---

2.
Molecular formula: C36H85O19P
Method: DFT, ωB97M-V with the def2-TZVPD basis set

Values from the calculation:
- SMILES string: CCOP(=O)(OCC)OCC.COCCOCCOC.COCCOCCOC.COCCOCCOC.COCCOCCOC.COCCOCCOC
- Energy relative to the best compared isomer or geometry (same formula, charge and spin): 0.0 kcal/mol
- E_LUMO: 0.72 eV
- HOMO-LUMO gap: 9.8189 eV

ORCA input file:
```
! wB97M-V def2-TZVPD RIJCOSX def2/J DEFGRID3
* xyz 0 1
C -3.685 -1.394 3.843
C -3.385 -0.325 4.889
O -4.570 -0.148 5.684
P -4.484 0.346 7.195
O -3.164 0.797 7.611
O -5.663 1.418 7.197
C -6.551 1.530 8.291
C -6.017 2.496 9.353
O -5.169 -0.865 7.991
C -4.526 -2.161 7.908
C -3.124 -2.203 8.493
H -3.695 -2.364 4.343
H -4.694 -1.161 3.505
H -2.970 -1.351 3.028
H -2.485 -0.496 5.480
H -3.211 0.623 4.366
H -7.531 1.873 7.957
H -6.775 0.595 8.805
H -6.807 2.826 10.024
H -5.179 2.045 9.887
H -5.602 3.374 8.852
H -5.176 -2.733 8.568
H -4.521 -2.612 6.916
H -2.330 -2.036 7.765
H -2.947 -1.545 9.343
H -2.953 -3.200 8.915
C 7.202 5.639 -2.556
O 7.120 4.236 -2.402
C 8.320 3.662 -1.961
C 8.139 2.162 -1.930
O 6.996 1.756 -1.188
C 6.925 2.276 0.126
C 5.884 1.516 0.903
O 4.602 2.036 0.647
C 3.582 1.182 1.132
H 6.687 5.944 -3.469
H 8.238 5.978 -2.623
H 6.692 6.134 -1.725
H 8.664 4.041 -0.982
H 9.156 3.983 -2.602
H 9.004 1.596 -1.571
H 7.888 1.864 -2.951
H 6.707 3.347 0.082
H 7.897 2.123 0.620
H 6.128 1.639 1.967
H 5.976 0.468 0.590
H 2.639 1.706 0.978
H 3.628 0.996 2.212
H 3.614 0.239 0.578
C 0.318 -1.243 3.357
O 1.252 -2.052 2.691
C 0.803 -2.802 1.586
C 0.600 -1.996 0.320
O -0.549 -1.186 0.478
C -0.981 -0.560 -0.740
C -2.231 0.190 -0.394
O -3.232 -0.674 0.035
C -4.239 -0.032 0.758
H 0.010 -1.785 4.262
H -0.592 -1.060 2.779
H 0.678 -0.247 3.614
H -0.144 -3.296 1.854
H 1.532 -3.593 1.411
H 0.498 -2.686 -0.528
H 1.433 -1.289 0.211
H -1.200 -1.372 -1.442
H -0.147 0.066 -1.069
H -2.535 0.828 -1.241
H -1.944 0.922 0.383
H -4.722 0.781 0.197
H -3.811 0.464 1.645
H -4.986 -0.726 1.131
C 9.497 -4.177 -5.482
O 8.324 -4.662 -4.858
C 7.372 -5.156 -5.794
C 6.085 -5.415 -5.046
O 5.056 -5.455 -6.039
C 3.769 -5.378 -5.487
C 3.268 -3.943 -5.343
O 1.867 -3.886 -5.232
C 1.390 -4.124 -3.914
H 10.399 -4.409 -4.917
H 9.413 -3.084 -5.548
H 9.656 -4.555 -6.497
H 7.770 -6.101 -6.177
H 7.198 -4.452 -6.613
H 5.884 -4.648 -4.299
H 6.135 -6.432 -4.647
H 3.722 -5.894 -4.512
H 3.047 -5.938 -6.086
H 3.502 -3.475 -6.308
H 3.805 -3.338 -4.606
H 1.547 -3.232 -3.294
H 1.975 -4.889 -3.391
H 0.331 -4.331 -4.012
C -7.185 1.252 2.948
O -8.449 1.370 2.371
C -8.445 1.937 1.080
C -8.311 3.436 1.075
O -6.938 3.791 0.854
C -6.730 5.187 0.625
C -6.075 5.384 -0.729
O -6.853 5.087 -1.858
C -7.999 5.865 -1.975
H -7.214 1.317 4.038
H -6.533 2.098 2.690
H -6.691 0.315 2.667
H -9.376 1.631 0.592
H -7.699 1.425 0.455
H -8.565 3.839 2.061
H -8.935 3.907 0.309
H -6.041 5.538 1.394
H -7.699 5.689 0.664
H -5.168 4.782 -0.784
H -5.731 6.436 -0.735
H -7.804 6.942 -1.852
H -8.853 5.550 -1.368
H -8.370 5.845 -3.007
C -1.664 -1.981 -4.287
O -0.317 -1.642 -4.113
C 0.090 -0.533 -4.875
C 1.560 -0.302 -4.702
O 1.776 0.256 -3.406
C 3.059 0.794 -3.232
C 4.237 -0.129 -3.547
O 4.102 -1.475 -3.180
C 3.652 -1.672 -1.848
H -2.345 -1.264 -3.808
H -1.858 -2.945 -3.815
H -1.912 -2.077 -5.352
H -0.402 0.354 -4.429
H -0.244 -0.581 -5.917
H 2.025 0.350 -5.446
H 2.036 -1.292 -4.717
H 3.146 1.173 -2.208
H 3.133 1.745 -3.786
H 5.107 0.319 -3.036
H 4.521 -0.069 -4.599
H 2.813 -1.020 -1.619
H 4.467 -1.441 -1.145
H 3.384 -2.719 -1.727
*
```

Löwdin atomic charge list, values in e, 4 entries: number 1, C, carries -0.06; number 2, C, carries -0.26; number 3, O, carries -0.18; number 4, P, carries 0.39

---

3.
Molecular formula: C20H43Br14NO4P2S
Method: DFT, ωB97M-V with the def2-TZVPD basis set

Values from the calculation:
- Energy relative to the best compared isomer or geometry (same formula, charge and spin): 87.6 kcal/mol
- E_LUMO: 0.10 eV
- HOMO-LUMO gap: 8.4398 eV

ORCA input file:
```
! wB97M-V def2-TZVPD RIJCOSX def2/J DEFGRID3
* xyz 0 1
C 3.910 2.058 -2.526
C 2.675 2.624 -1.656
C 1.212 2.200 -2.179
C 0.376 3.361 -2.923
P 0.357 5.038 -2.043
O 0.541 6.132 -3.129
C -1.087 2.770 -3.249
P -2.141 2.371 -1.730
N -1.526 2.993 -0.377
C -1.061 1.491 -4.249
O -0.349 0.344 -3.667
S 1.285 0.762 -3.398
O 1.926 -0.466 -2.810
O 1.823 1.178 -4.746
H 4.066 0.920 -2.441
H 4.868 2.532 -2.069
H 3.882 2.429 -3.618
H 2.790 2.158 -0.597
H 2.842 3.746 -1.524
H 0.628 1.784 -1.277
H 0.899 3.537 -3.947
H -0.961 5.239 -1.474
H 1.276 5.120 -0.948
H -1.647 3.605 -3.837
H -2.283 0.939 -1.553
H -3.449 2.915 -1.952
H -1.325 2.289 0.335
H -0.626 1.749 -5.289
H -2.156 1.186 -4.436
Br 0.678 1.130 2.329
C 0.382 2.147 3.966
C -1.042 2.009 4.448
Br -2.253 3.107 3.387
H 0.668 3.177 3.756
H 1.077 1.722 4.693
H -1.140 2.382 5.469
H -1.417 0.986 4.402
Br 0.570 -3.316 2.363
C 2.350 -2.529 2.239
C 3.116 -2.709 3.526
Br 2.511 -1.457 4.892
H 2.217 -1.483 1.958
H 2.840 -3.061 1.422
H 4.174 -2.481 3.380
H 3.021 -3.710 3.948
Br -2.713 -5.165 1.347
C -1.934 -6.822 0.682
C -0.587 -6.576 0.047
Br -0.774 -5.795 -1.729
H -2.660 -7.263 -0.001
H -1.833 -7.462 1.561
H -0.059 -7.519 -0.112
H 0.046 -5.903 0.625
Br 4.987 -4.414 -2.548
C 4.489 -2.651 -3.215
C 5.190 -2.339 -4.513
Br 7.052 -1.845 -4.211
H 4.711 -1.936 -2.422
H 3.408 -2.698 -3.363
H 4.739 -1.468 -4.994
H 5.192 -3.174 -5.214
Br -1.085 -6.865 4.548
C -0.342 -5.213 5.268
C -0.771 -4.997 6.698
Br -2.613 -4.366 6.795
H -0.648 -4.409 4.600
H 0.741 -5.338 5.206
H -0.176 -4.208 7.163
H -0.711 -5.899 7.308
Br -2.966 1.059 0.442
C -2.250 -0.725 0.787
C -3.257 -1.598 1.496
Br -3.381 -1.140 3.387
H -1.325 -0.592 1.348
H -2.017 -1.133 -0.201
H -2.941 -2.642 1.477
H -4.263 -1.520 1.083
Br -4.467 4.870 -0.265
C -4.948 6.635 -0.934
C -4.248 6.940 -2.236
Br -2.381 7.415 -1.941
H -4.716 7.348 -0.142
H -6.030 6.598 -1.078
H -4.692 7.815 -2.714
H -4.256 6.105 -2.938
*
```

Löwdin atomic charge list, values in e, 4 entries: number 1, C, carries -0.13; number 2, C, carries -0.21; number 3, C, carries -0.32; number 4, C, carries -0.39

---

4.
Molecular formula: C3H3NO2P2
Method: DFT, ωB97M-V with the def2-TZVPD basis set

Values from the calculation:
- Energy relative to the best compared isomer or geometry (same formula, charge and spin): 9.8 kcal/mol
- E_LUMO (spin up / spin down): -1.57 / -1.59 eV
- HOMO-LUMO gap (spin up / spin down): 6.9560 / 6.9321 eV

ORCA input file:
```
! wB97M-V def2-TZVPD RIJCOSX def2/J DEFGRID3
* xyz 0 1
C 0.121 -0.121 -0.079
C -1.363 -0.029 -0.282
C 1.056 -1.302 -0.203
N -1.975 0.922 0.546
O 0.762 0.982 0.262
O -1.997 -0.656 -1.113
P -1.363 2.256 1.133
P 0.669 2.605 0.409
H 1.972 -0.931 -0.525
H 0.690 -2.049 -0.879
H 1.429 -1.676 0.730
*
```

natural (NBO) atomic charge list, values in e, 4 entries: number 1, C, carries 0.45; number 2, C, carries 0.54; number 3, C, carries -0.69; number 4, N, carries -0.90

---

5.
Molecular formula: C38H38N4O3ReS6Sb
Method: DFT, ωB97M-V with the def2-TZVPD basis set

Values from the calculation:
- Energy relative to the best compared isomer or geometry (same formula, charge and spin): 8.5 kcal/mol
- E_LUMO (spin up / spin down): -7.27 / -7.32 eV
- HOMO-LUMO gap (spin up / spin down): 5.9204 / 5.8762 eV

ORCA input file:
```
! wB97M-V def2-TZVPD RIJCOSX def2/J DEFGRID3
* xyz 2 1
Re 1.005 0.613 1.426
C -2.768 -3.540 -1.965
C -3.480 -3.644 -0.635
C -4.423 -4.641 -0.397
C -5.102 -4.726 0.809
C -4.856 -3.796 1.809
C -3.926 -2.789 1.597
C -3.235 -2.729 0.389
N -2.296 -1.667 0.129
C -1.393 -1.151 0.963
N -1.007 -1.870 2.015
C -0.376 -1.399 3.192
C 0.409 -0.239 3.205
C 0.912 0.224 4.438
C 0.654 -0.472 5.594
C -0.060 -1.670 5.539
C -0.579 -2.157 4.354
C -1.335 -3.465 4.318
N -0.822 0.048 0.714
C -1.502 0.912 -0.237
C -0.764 1.353 -1.330
C -1.319 2.240 -2.243
C -2.623 2.670 -2.066
C -3.358 2.221 -0.975
C -2.822 1.348 -0.035
C -3.663 0.935 1.151
H -2.902 -4.452 -2.546
H -1.694 -3.373 -1.841
H -3.171 -2.714 -2.565
H -4.623 -5.367 -1.180
H -5.832 -5.513 0.966
H -5.402 -3.837 2.746
H -3.766 -2.032 2.360
H -2.347 -1.227 -0.778
H -1.443 -2.775 2.084
H 1.498 1.131 4.484
H 1.029 -0.100 6.542
H -0.226 -2.235 6.452
H -1.329 -3.928 5.302
H -0.879 -4.179 3.623
H -2.382 -3.333 4.029
H 0.242 0.969 -1.481
H -0.735 2.577 -3.092
H -3.075 3.358 -2.772
H -4.373 2.580 -0.831
H -4.312 1.759 1.453
H -3.053 0.662 2.017
H -4.309 0.088 0.904
S 3.501 4.186 -0.367
Sb 3.174 3.673 1.784
S 0.464 2.774 1.953
S 3.097 1.279 2.243
S 3.277 4.819 3.663
C 0.243 6.284 -0.551
O 0.000 5.159 0.341
C -1.241 4.914 0.688
S -2.602 5.682 0.294
S -1.408 3.591 1.859
H 1.320 6.340 -0.648
H -0.162 7.194 -0.120
H -0.230 6.095 -1.511
C 2.222 3.497 -4.913
O 2.496 2.613 -3.808
C 2.169 1.311 -3.942
C 1.411 0.793 -4.975
C 1.138 -0.569 -5.008
C 1.629 -1.416 -4.024
C 2.393 -0.900 -2.990
C 2.652 0.463 -2.940
N 3.490 1.128 -1.983
C 4.225 0.732 -1.015
C 4.254 -0.570 -0.379
C 5.499 -1.176 -0.180
C 5.594 -2.400 0.446
C 4.439 -3.006 0.926
C 3.211 -2.377 0.798
C 3.115 -1.156 0.162
O 1.896 -0.499 0.179
H 2.697 4.438 -4.672
H 1.149 3.647 -5.028
H 2.642 3.099 -5.835
H 1.036 1.441 -5.757
H 0.546 -0.972 -5.824
H 1.440 -2.482 -4.072
H 2.807 -1.567 -2.251
H 3.565 2.122 -2.177
H 4.916 1.484 -0.656
H 6.391 -0.684 -0.559
H 6.559 -2.874 0.572
H 4.498 -3.963 1.432
H 2.306 -2.813 1.210
*
```

Löwdin atomic charge list, values in e, 4 entries: number 1, Re, carries 1.12; number 2, C, carries -0.03; number 3, C, carries -0.20; number 4, C, carries -0.02

---

6.
Molecular formula: C17H12ClN3NdS
Method: DFT, ωB97M-V with the def2-TZVPD basis set

Values from the calculation:
- Expectation value of S²: 3.766
- Energy relative to the best compared isomer or geometry (same formula, charge and spin): 0.0 kcal/mol
- E_LUMO (spin up / spin down): -3.76 / -3.74 eV
- HOMO-LUMO gap (spin up / spin down): 6.7363 / 6.8346 eV

ORCA input file:
```
! wB97M-V def2-TZVPD RIJCOSX def2/J DEFGRID3
* xyz 1 4
Nd -0.261 -0.123 -0.192
C 4.658 0.009 -0.250
C 3.290 -0.086 -0.546
N 2.346 -0.092 0.376
C 2.709 -0.012 1.678
C 4.044 0.086 2.077
C 5.024 0.097 1.066
C 4.376 0.172 3.475
C 3.400 0.157 4.403
C 2.015 0.059 4.019
C 0.975 0.040 4.974
C -0.319 -0.059 4.559
C -0.590 -0.136 3.180
N 0.366 -0.114 2.262
C 1.659 -0.023 2.675
H 5.376 0.007 -1.057
H 2.979 -0.155 -1.585
H 6.065 0.173 1.357
H 5.417 0.245 3.759
H 3.635 0.220 5.458
H 1.232 0.104 6.024
H -1.154 -0.081 5.244
H -1.600 -0.211 2.796
Cl -2.607 5.364 0.427
C -1.128 4.508 0.195
C 0.078 5.177 0.126
C 1.232 4.432 -0.065
C 1.131 3.060 -0.171
N -0.044 2.417 -0.096
C -1.167 3.127 0.080
H 0.108 6.254 0.220
H 2.200 4.909 -0.131
H 2.012 2.448 -0.314
H -2.089 2.562 0.142
S -2.568 -0.188 0.417
*
```

Löwdin atomic charge list, values in e, 4 entries: number 1, Nd, carries 1.22; number 2, C, carries -0.02; number 3, C, carries -0.14; number 4, N, carries -0.04

---

7.
Molecular formula: C36H41AsN2O5SeW
Method: DFT, ωB97M-V with the def2-TZVPD basis set

Values from the calculation:
- Energy relative to the best compared isomer or geometry (same formula, charge and spin): 56.4 kcal/mol
- E_LUMO: -7.97 eV
- HOMO-LUMO gap: 5.9104 eV

ORCA input file:
```
! wB97M-V def2-TZVPD RIJCOSX def2/J DEFGRID3
* xyz 2 1
W 0.593 -1.322 0.515
O 2.322 1.251 2.119
C 2.784 0.609 3.301
C 3.698 -0.529 2.921
N 2.997 -1.656 2.263
C 2.442 -2.592 3.233
C 1.238 -3.369 2.732
O 0.943 -4.451 3.120
O 0.471 -2.725 1.805
C 3.759 -2.269 1.163
C 2.764 -2.053 0.060
O 1.956 -2.923 -0.318
O 2.374 -0.807 -0.168
H 2.044 2.141 2.364
H 1.944 0.252 3.911
H 3.371 1.295 3.917
H 4.209 -0.891 3.820
H 4.460 -0.141 2.246
H 2.064 -2.009 4.078
H 3.171 -3.307 3.623
H 3.927 -3.338 1.298
H 4.706 -1.770 0.973
C -4.949 4.074 -3.043
C -3.847 3.216 -2.501
C -3.208 2.277 -3.296
C -2.154 1.501 -2.829
C -1.500 0.554 -3.797
C -1.761 1.667 -1.489
As -0.133 0.737 -0.952
N -0.440 -1.133 -1.088
C -1.543 -1.908 -0.639
C -2.813 -1.370 -0.344
C -3.794 -2.216 0.115
C -3.532 -3.577 0.319
C -2.287 -4.105 0.039
C -1.293 -3.281 -0.479
C 1.282 1.202 -2.200
C 1.731 2.516 -1.974
C 1.133 3.374 -0.892
C 2.757 3.022 -2.752
C 3.359 2.260 -3.746
C 4.460 2.817 -4.599
C 2.918 0.956 -3.923
C 1.898 0.390 -3.166
C 1.557 -1.042 -3.493
C -2.409 2.583 -0.642
C -2.082 2.750 0.815
C -3.429 3.349 -1.178
H -5.355 3.666 -3.966
H -4.572 5.076 -3.255
H -5.757 4.177 -2.320
H -3.528 2.143 -4.322
H -2.205 0.283 -4.581
H -1.158 -0.368 -3.332
H -0.641 1.030 -4.274
H -3.011 -0.319 -0.500
H -4.780 -1.825 0.324
H -4.322 -4.222 0.681
H -2.089 -5.160 0.173
H -0.353 -3.701 -0.815
H 1.296 2.934 0.098
H 0.062 3.529 -1.043
H 1.592 4.360 -0.887
H 3.093 4.038 -2.580
H 4.700 3.841 -4.322
H 4.171 2.806 -5.650
H 5.364 2.214 -4.505
H 3.387 0.341 -4.683
H 2.474 -1.628 -3.555
H 1.081 -1.100 -4.474
H 0.902 -1.522 -2.779
H -1.016 2.903 0.998
H -2.398 1.879 1.384
H -2.613 3.609 1.221
H -3.929 4.066 -0.538
Se -0.673 -0.071 2.191
C -1.183 -1.234 3.640
C -0.832 -0.796 4.912
C -1.204 -1.552 6.014
C -1.934 -2.721 5.839
C -2.297 -3.134 4.564
C -1.927 -2.391 3.455
H -0.280 0.127 5.047
H -0.930 -1.223 7.007
H -2.227 -3.306 6.699
H -2.868 -4.043 4.431
H -2.201 -2.717 2.462
*
```

Löwdin atomic charge list, values in e, 4 entries: number 1, W, carries 1.52; number 2, O, carries -0.13; number 3, C, carries -0.24; number 4, C, carries -0.13

---

8.
Molecular formula: C4H7NO
Method: DFT, ωB97M-V with the def2-TZVPD basis set

Values from the calculation:
- SMILES string: C=C1NCCO1
- Energy relative to the best compared isomer or geometry (same formula, charge and spin): 54.1 kcal/mol
- E_LUMO: 1.01 eV
- HOMO-LUMO gap: 9.5536 eV

ORCA input file:
```
! wB97M-V def2-TZVPD RIJCOSX def2/J DEFGRID3
* xyz 0 1
C 1.653 -0.642 -0.884
C 0.995 0.130 -0.025
N 0.126 1.178 -0.383
C -1.141 0.762 0.245
C -0.725 -0.513 0.985
O 0.684 -0.207 1.277
H 1.525 -0.442 -1.943
H 2.234 -1.506 -0.591
H 0.070 1.276 -1.388
H -1.940 0.631 -0.490
H -1.463 1.488 0.997
H -1.399 -0.739 1.817
H -0.620 -1.414 0.383
*
```

natural (NBO) atomic charge list, values in e, 4 entries: number 1, C, carries -0.56; number 2, C, carries 0.46; number 3, N, carries -0.62; number 4, C, carries -0.25

---

> Look up the energy relative to the best compared isomer or geometry (same formula, charge and spin) of the sixth one.

0.0 kcal/mol